1.
Below is a molecular structure, C31H30CrN4O4STe, with properties calculated with ωB97M-V/def2-TZVPD.

```
72
Properties=species:S:1:pos:R:3:forces:R:3
Cr 0.247 1.064 1.819 -1.36 0.01 0.46
C -2.796 -2.816 -2.662 -0.01 0.07 -0.09
O -2.051 -2.291 -3.775 0.02 -0.17 0.11
C -2.231 -0.960 -4.043 -0.11 -0.02 -0.10
C -2.805 -0.597 -5.250 -0.03 0.00 -0.01
C -2.985 0.741 -5.566 0.00 0.03 0.00
C -2.577 1.716 -4.667 0.02 -0.01 0.04
C -1.972 1.359 -3.471 0.03 0.09 -0.06
C -1.792 0.016 -3.146 0.09 -0.05 0.16
N -1.118 -0.416 -1.991 -0.01 -0.01 -0.05
C -1.102 0.207 -0.760 -0.19 -0.17 0.13
N -2.172 0.960 -0.518 0.02 0.29 0.21
C -2.291 2.059 0.382 0.05 -0.27 -0.18
C -1.351 2.304 1.370 0.13 0.11 0.17
C -1.620 3.457 2.136 -0.09 0.05 -0.06
C -2.736 4.255 1.945 0.02 -0.07 -0.03
C -3.664 3.951 0.946 0.10 0.05 0.08
C -3.424 2.848 0.160 -0.03 0.03 -0.06
O -4.278 2.435 -0.861 -0.09 0.07 -0.06
C -4.696 3.454 -1.751 0.02 -0.03 0.04
N -0.136 0.000 0.111 0.92 0.00 -0.45
C 0.962 -0.777 -0.411 -0.16 0.18 -0.08
C 2.082 -0.106 -0.902 0.03 0.04 0.01
C 3.127 -0.774 -1.518 0.00 -0.05 0.09
C 3.073 -2.159 -1.640 -0.01 0.03 0.02
C 1.988 -2.847 -1.128 -0.01 0.02 -0.03
C 0.930 -2.171 -0.515 0.05 -0.08 0.02
O -0.131 -2.942 -0.149 -0.25 -0.01 0.09
C -0.748 -2.682 1.132 0.10 -0.06 -0.09
H -3.133 -3.809 -2.950 0.00 -0.02 -0.02
H -3.663 -2.189 -2.451 0.00 0.01 -0.01
H -2.176 -2.891 -1.771 0.07 0.02 0.03
H -3.116 -1.385 -5.925 0.01 0.01 0.02
H -3.444 1.018 -6.507 0.01 0.00 0.03
H -2.708 2.766 -4.902 0.00 -0.03 0.01
H -1.614 2.123 -2.792 -0.02 -0.02 -0.01
H -0.559 -1.247 -2.090 0.05 -0.03 -0.03
H -2.904 0.929 -1.211 -0.05 0.02 0.01
H -0.932 3.715 2.932 0.02 0.00 0.00
H -2.903 5.118 2.582 0.00 -0.01 -0.02
H -4.546 4.562 0.794 0.02 -0.01 0.01
H -5.281 4.223 -1.243 -0.03 0.00 0.01
H -5.319 2.979 -2.507 0.01 -0.03 -0.01
H -3.836 3.930 -2.232 0.01 0.00 0.02
H 2.104 0.973 -0.807 0.00 0.01 0.01
H 3.973 -0.217 -1.898 -0.01 -0.01 0.01
H 3.877 -2.701 -2.125 -0.02 0.02 0.02
H 1.920 -3.926 -1.199 -0.02 0.03 0.00
H -1.265 -3.602 1.401 0.03 -0.02 0.00
H -1.452 -1.856 1.095 -0.04 0.04 -0.04
H 0.002 -2.440 1.883 0.03 0.01 0.01
C 2.631 0.565 4.438 0.03 0.04 0.05
C 2.703 -0.260 3.197 0.36 -0.30 0.10
O 1.963 -0.105 2.245 0.05 -0.18 -0.34
C 3.718 -1.370 3.110 -0.23 0.26 0.16
C 4.575 -1.667 4.161 0.19 -0.08 0.18
C 5.481 -2.715 4.052 -0.04 0.07 0.02
C 5.532 -3.470 2.889 -0.01 0.00 0.00
C 4.670 -3.179 1.838 -0.05 0.06 0.02
C 3.766 -2.136 1.954 0.02 -0.15 -0.23
H 1.987 1.420 4.274 -0.05 0.05 -0.02
H 3.630 0.886 4.741 -0.06 -0.02 0.00
H 2.189 -0.043 5.231 0.01 -0.02 0.00
H 4.538 -1.088 5.075 0.01 -0.02 -0.04
H 6.144 -2.941 4.878 -0.01 0.00 -0.02
H 6.238 -4.287 2.804 -0.01 0.01 0.00
H 4.696 -3.766 0.928 0.00 0.00 0.01
H 3.078 -1.904 1.152 0.03 0.01 -0.01
S 3.298 4.550 1.706 -0.10 -0.13 0.05
C 2.156 3.432 2.029 0.12 0.21 0.06
N 1.333 2.634 2.275 0.32 0.11 -0.38
Te -1.085 0.083 3.668 0.10 -0.01 0.04
```
Positions in Å, forces in eV/Å.

total charge = -1
E_HOMO (spin up / spin down) = -2.978 / -3.220 eV
2S+1 = 2

=====

2.
Below is a gas-phase ion, C31H30F6N3 (charge +1), with properties calculated with ωB97M-V/def2-TZVPD.

```
70
Properties=species:S:1:pos:R:3:forces:R:3
C -3.706 0.130 1.858 -0.71 1.37 -0.24
N -3.024 0.045 0.526 1.01 -1.07 -0.28
C -4.108 0.018 -0.526 -0.42 1.24 0.35
C -1.861 -1.009 0.304 1.49 -1.45 -0.41
C -0.673 -0.927 1.353 -1.10 -0.32 -1.26
C -1.035 -1.027 2.677 0.16 -0.22 0.86
C -0.114 -0.870 3.694 0.24 -0.08 -0.10
C 1.262 -0.780 3.405 -0.45 0.84 -0.09
N 2.115 -0.472 4.452 1.73 -0.45 -0.18
C 3.570 -0.820 4.416 -1.15 1.00 -0.33
C 3.735 -2.188 5.006 -0.12 -1.43 0.66
F 5.024 -2.659 4.944 -1.65 0.58 0.07
F 2.912 -3.073 4.339 1.11 0.64 0.80
F 3.341 -2.188 6.329 0.65 -0.26 -1.51
C 1.732 0.437 5.486 -0.03 0.40 0.55
C 1.967 1.814 5.306 -0.37 -0.91 0.09
C 1.645 2.694 6.328 -0.03 0.03 0.13
C 1.131 2.212 7.534 0.04 -0.15 0.05
C 0.947 0.839 7.723 -0.03 0.37 -0.07
C 1.234 -0.052 6.700 0.17 0.09 -0.59
C 1.676 -0.902 2.062 -0.84 -0.11 0.23
C 0.703 -0.968 1.051 0.53 -0.21 0.40
C -1.318 -0.856 -1.152 -0.79 -0.05 1.73
C -1.811 -1.713 -2.116 0.21 -0.49 -0.50
C -1.458 -1.578 -3.450 0.16 0.03 0.11
C -0.590 -0.543 -3.845 -0.57 0.37 0.31
N -0.321 -0.282 -5.168 -0.27 -0.98 -0.99
C -0.468 -1.309 -6.211 -0.42 0.68 0.59
C 0.814 -2.077 -6.305 1.76 -0.69 0.08
F 0.756 -3.158 -7.136 -0.07 1.13 0.81
F 1.830 -1.262 -6.749 -0.91 -0.93 0.30
F 1.197 -2.522 -5.062 -0.30 0.15 -1.17
C -0.075 1.038 -5.625 0.36 0.83 -0.53
C 1.237 1.522 -5.668 -0.45 -0.11 0.14
C 1.474 2.818 -6.100 -0.38 0.44 -0.13
C 0.399 3.636 -6.488 0.09 -0.21 0.03
C -0.908 3.125 -6.499 0.34 0.34 -0.16
C -1.143 1.816 -6.105 0.52 -0.33 0.59
C -0.050 0.302 -2.857 -0.29 -0.24 0.40
C -0.386 0.117 -1.516 0.40 0.15 -0.63
H -2.981 0.354 2.628 -0.13 0.12 0.01
H -4.404 0.990 1.690 0.60 -0.65 0.73
H -4.334 -0.728 2.142 0.59 -0.04 -0.57
H -2.435 0.874 0.386 -0.77 0.34 0.12
H -3.680 0.158 -1.512 0.02 -0.02 0.04
H -4.778 -0.855 -0.512 0.78 0.02 0.38
H -4.727 0.897 -0.223 0.32 -0.66 -0.79
H -2.390 -1.991 0.441 0.49 0.80 -0.30
H -2.032 -1.371 2.933 0.06 0.43 0.10
H -0.451 -0.812 4.723 0.11 -0.24 -0.08
H 4.092 -0.087 5.055 -0.02 -0.40 -0.48
H 3.953 -0.805 3.377 0.02 -0.02 0.73
H 2.381 2.147 4.357 -0.07 0.06 0.17
H 1.808 3.757 6.181 -0.05 -0.12 0.11
H 0.886 2.906 8.341 0.11 -0.21 -0.26
H 0.589 0.454 8.669 -0.05 0.10 0.01
H 1.097 -1.129 6.812 0.05 0.36 0.06
H 2.741 -0.905 1.827 -0.47 -0.12 -0.19
H 1.095 -1.164 0.055 -0.39 0.35 0.05
H -2.395 -2.577 -1.798 -0.23 0.31 -0.19
H -1.881 -2.255 -4.185 0.13 0.02 0.24
H -1.289 -2.001 -5.986 0.24 0.19 -0.34
H -0.628 -0.790 -7.161 -0.14 -0.33 0.11
H 2.045 0.864 -5.350 -0.14 0.22 -0.09
H 2.494 3.196 -6.131 -0.23 -0.01 0.00
H 0.588 4.671 -6.796 -0.11 -0.49 0.11
H -1.741 3.754 -6.820 0.30 -0.20 0.06
H -2.138 1.378 -6.118 0.09 0.17 0.02
H 0.631 1.099 -3.149 -0.08 -0.29 0.15
H 0.230 0.642 -0.789 -0.66 0.29 0.01
```
Positions in Å, forces in eV/Å.

SMILES = C[NH+](C)C(c1ccc(N(CC(F)(F)F)c2ccccc2)cc1)c1ccc(N(CC(F)(F)F)c2ccccc2)cc1
total charge = +1
E_HOMO = -10.658 eV

=====

3.
Below is a molecular structure, C31H30GaN4O5S, with properties calculated with ωB97M-V/def2-TZVPD.

```
72
Properties=species:S:1:pos:R:3:forces:R:3
Ga 1.941 -0.400 0.963 -0.18 0.32 0.17
C 4.665 -1.658 -1.441 -0.04 0.00 -0.03
C 4.823 -1.269 -0.020 0.01 0.02 0.03
N 3.870 -0.843 0.803 0.07 -0.20 -0.11
C 4.456 -0.584 2.025 -0.03 0.11 0.05
C 5.783 -0.847 1.939 0.01 -0.10 0.00
N 5.985 -1.277 0.650 -0.09 0.04 0.07
C 6.940 -0.792 2.880 0.01 0.08 0.04
O 6.692 -0.375 4.100 0.07 -0.06 -0.04
O 8.022 -1.122 2.472 0.03 -0.03 -0.03
C 3.590 -0.065 3.122 0.03 -0.01 -0.11
O 4.054 0.175 4.218 -0.05 0.00 0.01
O 2.351 0.093 2.753 0.06 -0.06 0.03
H 3.610 -1.713 -1.695 -0.01 -0.01 0.00
H 5.114 -2.634 -1.626 0.01 0.00 0.00
H 5.147 -0.929 -2.093 0.00 0.00 0.00
H 6.899 -1.550 0.310 0.01 -0.01 -0.01
H 5.735 -0.160 4.241 -0.07 0.05 0.05
C -0.246 4.772 0.999 0.00 0.00 -0.01
C -1.357 3.785 1.328 -0.02 -0.01 0.01
C -0.941 2.334 1.128 0.05 -0.03 -0.02
N -0.751 2.042 -0.300 -0.02 -0.16 -0.04
C 0.358 1.725 -0.914 -0.04 0.11 0.06
S 1.911 1.691 -0.105 0.10 -0.04 -0.15
N 0.394 1.521 -2.253 -0.05 -0.03 0.05
C -0.560 1.821 -3.292 0.02 0.21 -0.04
O -0.109 2.323 -4.284 -0.01 -0.11 -0.01
C -1.992 1.481 -3.127 0.03 0.00 0.02
C -2.907 2.252 -3.846 0.00 0.03 0.08
C -4.253 1.939 -3.803 0.01 0.01 0.00
C -4.685 0.841 -3.071 -0.02 -0.01 0.00
C -3.775 0.056 -2.377 0.04 0.02 0.00
C -2.426 0.376 -2.395 0.01 -0.02 -0.03
H -0.581 5.798 1.144 -0.01 0.00 0.01
H 0.080 4.681 -0.039 0.00 0.00 -0.01
H 0.623 4.609 1.637 0.01 0.00 0.01
H -2.246 3.992 0.723 -0.02 -0.01 0.00
H -1.669 3.892 2.368 0.02 0.01 0.01
H -1.699 1.642 1.496 -0.03 0.00 0.00
H -0.003 2.119 1.636 -0.02 0.02 0.04
H -1.589 2.113 -0.868 -0.02 -0.05 -0.03
H 1.333 1.537 -2.629 0.04 -0.03 0.00
H -2.546 3.089 -4.428 0.01 0.01 -0.02
H -4.964 2.542 -4.350 -0.01 0.01 0.00
H -5.737 0.588 -3.052 -0.01 0.00 0.00
H -4.115 -0.817 -1.836 0.00 -0.02 0.02
H -1.715 -0.262 -1.886 0.10 -0.02 0.06
C -4.719 -1.147 2.700 0.01 0.00 -0.04
C -4.289 -1.241 1.382 -0.03 -0.02 0.05
C -2.938 -1.275 1.087 0.01 0.09 -0.08
C -1.983 -1.205 2.103 0.01 -0.01 0.08
C -2.431 -1.084 3.421 0.00 -0.08 -0.01
C -3.784 -1.070 3.721 0.01 -0.01 0.00
C -0.529 -1.092 1.876 -0.01 0.11 -0.07
C 0.258 -1.353 0.813 0.02 -0.23 0.03
C -0.062 -2.116 -0.411 -0.01 0.02 -0.05
C -0.967 -3.181 -0.417 0.04 -0.05 0.05
C -1.228 -3.883 -1.581 0.01 0.01 -0.03
C -0.586 -3.549 -2.768 0.00 -0.02 0.01
C 0.350 -2.527 -2.771 -0.03 -0.02 -0.02
C 0.615 -1.836 -1.599 -0.02 0.11 -0.03
H -5.776 -1.126 2.928 -0.02 -0.01 0.00
H -5.014 -1.290 0.580 -0.02 0.01 0.00
H -2.623 -1.338 0.055 0.01 0.00 0.00
H -1.704 -1.006 4.221 0.01 0.02 0.00
H -4.106 -0.990 4.750 -0.01 0.00 0.01
H -0.039 -0.639 2.737 0.02 0.08 -0.03
H -1.456 -3.470 0.503 -0.01 0.02 -0.01
H -1.932 -4.704 -1.561 -0.01 -0.01 0.00
H -0.798 -4.097 -3.676 0.00 -0.01 -0.01
H 0.876 -2.273 -3.682 0.01 0.00 -0.01
H 1.354 -1.038 -1.618 -0.01 0.01 0.01
```
Positions in Å, forces in eV/Å.

total charge = +1
E_HOMO = -10.932 eV

=====

| no. | DFT total energy (eV) |
| --- | --- |
| 1 | -93334.81794 |
| 2 | -53402.89337 |
| 3 | -112041.98199 |